[1]
A 7-piece molecular cluster, C15H15Cl15N2 overall in a non-equilibrium geometry. Source: the OMol25 dataset; level of theory: ωB97M-V/def2-TZVPD.

The HOMO-LUMO gap comes out at 10.13 eV. The HOMO energy is -9.81 eV. For the molar mass, the calculation gives 755.09 g mol⁻¹. Its SMILES is ClC(Cl)Cl.ClC(Cl)Cl.ClC(Cl)Cl.ClC(Cl)Cl.ClC(Cl)Cl.c1ccncc1.c1ccncc1. The calculation puts the energy above the lowest of the compared OMol25 structures with the same formula, charge and spin at 47.07 kJ/mol. Its net charge is 0.

Cartesian coordinates (Å):
N1 -0.7295 5.0113 -1.3094
C1 0.1880 5.0008 -0.3284
C2 0.5233 3.8423 0.3521
C3 -0.1381 2.6457 0.0841
C4 -1.0925 2.6843 -0.9124
C5 -1.3202 3.8504 -1.6039
H1 0.6745 5.9446 -0.1238
H2 1.3752 3.8403 1.0209
H3 0.1304 1.7219 0.5723
H4 -1.6271 1.7877 -1.2072
H5 -2.0696 3.8991 -2.3852
N2 0.1191 -1.9116 -0.9364
C6 -0.2032 -2.9654 -0.1923
C7 0.1704 -3.0878 1.1348
C8 0.8630 -2.0223 1.7046
C9 1.2747 -0.9491 0.9373
C10 0.7773 -0.9049 -0.3694
H6 -0.7481 -3.8130 -0.5942
H7 -0.1604 -3.8717 1.8016
H8 0.9270 -2.0423 2.7871
H9 1.7136 -0.0602 1.3666
H10 0.9872 -0.0495 -1.0005
C11 -1.5883 0.5306 3.8004
Cl1 -2.2374 -0.0728 2.2836
Cl2 -0.2248 1.6166 3.4199
Cl3 -1.0117 -0.7249 4.8927
H11 -2.3154 1.1037 4.3611
C12 -2.9016 -2.0005 -2.4667
Cl4 -4.2608 -3.1270 -2.4832
Cl5 -3.0381 -0.9514 -1.0196
Cl6 -3.1282 -0.9915 -3.9390
H12 -1.9083 -2.4170 -2.5809
C13 -1.4968 -7.4825 -1.4482
Cl7 -0.3302 -6.5017 -0.4679
Cl8 -2.4555 -6.3915 -2.4205
Cl9 -2.5009 -8.5127 -0.4238
H13 -0.8777 -8.1397 -2.0429
C14 3.8069 2.2862 3.5378
Cl10 2.6454 3.4022 4.1734
Cl11 5.4557 2.7767 3.9777
Cl12 3.6222 2.1387 1.7679
H14 3.6488 1.3103 3.9799
C15 1.8036 2.8286 -3.4772
Cl13 3.4371 2.7146 -2.8014
Cl14 1.0426 1.2322 -3.3564
Cl15 1.8897 3.2546 -5.1910
H15 1.2883 3.5676 -2.8740


[2]
C15H15CoN11O2S as an isolated structure. Source: the OMol25 dataset; level of theory: ωB97M-V/def2-TZVPD.

The HOMO-LUMO gap (alpha / beta) comes out at 5.53 / 5.73 eV. The HOMO energy (alpha / beta) is -1.40 / -1.60 eV. For the molar mass, the calculation gives 472.36 g mol⁻¹. Its multiplicity is 2. Its expectation value of S² is 0.909. Its net charge is -2.

Cartesian coordinates (Å):
Co1 -1.3106 -0.9356 0.3454
O1 0.7488 -3.7171 2.4976
C1 0.1667 -2.6447 2.2997
O2 -0.1932 -2.2588 1.1407
C2 -0.0539 -1.7423 3.5192
C3 0.4284 -2.2701 4.7217
C4 0.3640 -1.5904 5.9229
C5 -0.2037 -0.3195 5.9342
C6 -0.6852 0.2207 4.7621
C7 -0.6379 -0.4609 3.5270
S1 -1.3358 0.4155 2.1816
H1 0.8641 -3.2582 4.6579
H2 0.7476 -2.0404 6.8323
H3 -0.2741 0.2492 6.8565
H4 -1.1322 1.2083 4.7649
N1 -4.2986 -0.6793 -1.3001
C8 -3.4625 0.4043 -1.2939
N2 -3.7179 1.5438 -1.9294
N3 -2.6246 2.2952 -1.6980
N4 -1.7781 1.6524 -0.9702
N5 -2.2826 0.4277 -0.6906
C9 -3.9599 -1.9384 -0.8356
N6 -4.7508 -2.9841 -1.0053
N7 -4.0689 -3.9955 -0.4204
N8 -2.9513 -3.5726 0.0552
N9 -2.8357 -2.2479 -0.1888
H5 -5.1742 -0.5864 -1.7791
N10 0.0593 -0.8101 -1.2626
C10 0.9078 -0.2014 -1.7539
N11 1.7363 0.6897 -2.2844
C11 1.1352 1.9606 -2.7088
C12 2.1385 3.0785 -2.4763
C13 3.4718 2.7594 -3.1506
C14 4.0155 1.4104 -2.6839
C15 2.9872 0.3093 -2.9097
H6 0.2070 2.0961 -2.1499
H7 0.8788 1.8990 -3.7775
H8 2.2840 3.1964 -1.3994
H9 1.7285 4.0169 -2.8549
H10 4.2026 3.5488 -2.9557
H11 3.3261 2.7290 -4.2376
H12 4.2440 1.4574 -1.6157
H13 4.9417 1.1631 -3.2097
H14 3.3117 -0.6403 -2.4859
H15 2.8359 0.1625 -3.9911


[3]
C15H15CuN5O8P2Se as an isolated structure. Source: the OMol25 dataset; level of theory: ωB97M-V/def2-TZVPD.

The HOMO-LUMO gap (alpha / beta) comes out at 8.09 / 8.06 eV. The HOMO energy (alpha / beta) is -9.20 / -9.16 eV. For the molar mass, the calculation gives 597.77 g mol⁻¹. Its multiplicity is 2. Its expectation value of S² is 0.752. The calculation puts the energy above the lowest of the compared OMol25 structures with the same formula, charge and spin at 0.00 kJ/mol. Its net charge is 0.

Cartesian coordinates (Å):
Cu1 -0.1774 -0.2621 0.2178
Se1 4.3169 5.6302 1.9547
N1 2.5992 5.4588 1.5440
C1 2.3962 4.1922 1.3119
C2 1.0927 3.6402 0.9429
C3 -0.0609 4.4113 0.8048
C4 -1.2426 3.8015 0.4500
C5 -1.2580 2.4256 0.2456
N2 -0.1620 1.6916 0.3882
C6 1.0008 2.2734 0.7198
C7 2.1753 1.3890 0.8332
N3 1.9705 0.0892 0.5758
C8 2.9746 -0.7623 0.6900
C9 4.2550 -0.3488 1.0557
C10 4.4784 0.9858 1.3055
C11 3.4208 1.8875 1.1950
C12 3.5493 3.3240 1.4408
N4 4.6696 3.9001 1.7759
H1 -0.0028 5.4787 0.9772
H2 -2.1537 4.3696 0.3289
H3 -2.1551 1.8858 -0.0400
H4 2.7347 -1.7988 0.4803
H5 5.0527 -1.0734 1.1399
H6 5.4556 1.3552 1.5899
N5 -3.4686 -2.6658 -0.9091
C13 -2.0736 -2.7157 -1.5037
C14 -2.0252 -3.7936 -2.5938
P1 -0.9725 -3.1502 -0.0483
O1 -0.2251 -4.4933 -0.5856
O2 -1.8563 -3.5260 1.0853
O3 0.1345 -2.1205 0.0937
P2 -1.9136 -0.9865 -2.2650
O4 -1.4499 -1.4017 -3.7622
O5 -3.3231 -0.4920 -2.2491
O6 -0.8020 -0.1272 -1.7207
H7 -4.0178 -3.4762 -1.1734
H8 -3.8694 -1.7686 -1.2610
H9 -3.3750 -2.6126 0.1140
H10 -2.2694 -4.7687 -2.1702
H11 -1.0273 -3.8588 -3.0150
H12 -2.7159 -3.5537 -3.4035
H13 -0.1230 -5.0854 0.1704
H14 -0.9941 -0.6565 -4.1714
O7 -2.5924 -0.7535 0.6941
C15 -2.1564 -0.6802 1.8708
O8 -0.9720 -0.3657 2.1721
H15 -2.8415 -0.8921 2.7039


[4]
C15H15F6O15 as an isolated structure in a non-equilibrium geometry. Source: the OMol25 dataset; level of theory: ωB97M-V/def2-TZVPD.

The HOMO-LUMO gap comes out at 9.68 eV. The HOMO energy is -7.51 eV. For the molar mass, the calculation gives 549.26 g mol⁻¹. The calculation puts the energy above the lowest of the compared OMol25 structures with the same formula, charge and spin at 60.36 kJ/mol. Its net charge is -1.

Cartesian coordinates (Å):
F1 0.0807 0.0690 -0.5597
C1 -1.8493 -0.1140 2.8873
C2 -1.6623 -1.2970 1.8923
O1 -2.9523 -1.9550 1.7933
C3 -3.5963 -1.5670 2.9323
O2 -4.6353 -2.1000 3.1753
O3 -3.0403 -0.5210 3.5173
F2 -0.6453 -2.0270 2.1533
H1 -1.8573 0.8280 2.3573
H2 -1.0293 -0.0780 3.4563
H3 -1.6253 -0.8070 0.8883
C4 -3.1173 1.2080 -1.2097
C5 -2.7453 2.3430 -0.1977
O4 -3.8623 2.3270 0.7643
C6 -4.5813 1.1890 0.5023
O5 -5.5323 0.8370 1.1023
O6 -4.0793 0.5560 -0.6237
F3 -2.5893 3.5120 -0.8647
H4 -2.2823 0.5700 -1.4367
H5 -3.4273 1.8780 -2.1027
H6 -1.6623 1.9660 0.2013
C7 1.7357 0.7270 2.4733
C8 2.5587 -0.1640 1.6653
O7 2.6737 -1.2840 2.4763
C9 2.1877 -1.0960 3.6103
O8 2.2267 -1.8910 4.5373
O9 1.6047 0.0390 3.7373
F4 3.7817 0.4130 1.3983
H7 0.4967 1.0470 2.0743
H8 2.2777 1.7210 2.6143
H9 2.2017 -0.2950 0.5983
C10 0.4087 2.0520 -3.0857
C11 1.7647 2.6750 -2.8037
O10 1.5827 3.9520 -3.2847
C12 0.4507 3.9650 -3.9737
O11 0.2727 4.9600 -4.7967
O12 -0.3353 3.0170 -3.8057
F5 2.7137 2.0000 -3.5437
H10 -0.2103 1.7450 -2.3557
H11 0.6217 1.0810 -3.7457
H12 2.0507 2.4980 -1.6927
C13 1.8377 -2.7680 -1.0097
C14 3.2617 -3.2220 -0.6657
O13 3.6697 -4.1760 -1.5907
C15 2.6037 -4.3010 -2.4267
O14 2.6697 -5.0160 -3.3697
O15 1.6127 -3.5350 -2.1177
F6 3.2277 -3.9630 0.5383
H13 1.8407 -1.7610 -1.1817
H14 0.9937 -2.7770 -0.3477
H15 3.9087 -2.4590 -0.5517


[5]
A 6-piece molecular cluster, C15H15F6O15 overall in a non-equilibrium geometry. Source: the OMol25 dataset; level of theory: ωB97M-V/def2-TZVPD.

The HOMO-LUMO gap comes out at 10.42 eV. The HOMO energy is -8.09 eV. For the molar mass, the calculation gives 549.26 g mol⁻¹. The calculation puts the energy above the lowest of the compared OMol25 structures with the same formula, charge and spin at 85.18 kJ/mol. Its net charge is -1.

Cartesian coordinates (Å):
F1 0.3128 -0.1760 -0.1202
C1 0.9038 1.3830 2.9758
C2 0.2358 0.0160 2.9458
O1 -1.0402 0.2970 3.4518
C3 -1.1642 1.4850 3.9388
O2 -2.1452 2.0740 4.5148
O3 0.0058 2.2320 3.5748
F2 0.9218 -0.8810 3.7648
H1 1.1808 1.5490 2.0018
H2 1.9188 1.3220 3.3688
H3 0.2978 -0.5780 2.0398
C4 2.2588 2.4490 -0.9292
C5 3.2378 1.1600 -1.1422
O4 3.7368 1.0920 0.2008
C6 3.5658 2.2970 0.7988
O5 3.9488 2.4580 1.9848
O6 2.8748 3.1110 0.1818
F3 4.2728 1.4260 -1.9762
H4 1.3328 2.0390 -0.4142
H5 2.0188 2.8040 -1.8932
H6 2.5438 0.3420 -1.2602
C7 -2.8302 -0.3520 0.4848
C8 -2.6632 1.0930 0.3988
O7 -3.4862 1.4570 1.4638
C9 -4.2942 0.5160 1.7378
O8 -5.1112 0.4740 2.5918
O9 -4.0142 -0.6360 1.1488
F4 -2.9562 1.7100 -0.8182
H7 -1.9402 -0.7260 1.1108
H8 -2.7582 -0.7030 -0.6952
H9 -1.7682 1.1210 0.8108
C10 1.8028 -2.9590 0.5918
C11 1.5338 -2.8970 -0.8402
O10 1.5598 -4.2380 -1.2432
C12 1.7078 -5.0100 -0.2212
O11 1.5518 -6.2270 -0.2792
O12 1.9228 -4.3530 0.8538
F5 2.4768 -2.1770 -1.6212
H10 0.9408 -2.4960 1.2248
H11 2.8058 -2.7450 0.8028
H12 0.5138 -2.4290 -1.1002
C13 -1.5632 -0.5320 -3.0452
C14 -0.7182 0.8230 -3.2292
O13 -1.6902 1.5250 -4.0212
C15 -2.8672 0.9560 -3.9252
O14 -3.8632 1.3650 -4.6652
O15 -2.8382 -0.2330 -3.4152
F6 0.3838 0.6620 -4.0082
H13 -1.3712 -0.9880 -2.0422
H14 -1.2792 -1.2830 -3.7522
H15 -0.4042 1.3790 -2.3062


[6]
An isolated molecule of C15H15FN2OS in a non-equilibrium geometry. Source: the OMol25 dataset; level of theory: ωB97M-V/def2-TZVPD.

The HOMO-LUMO gap comes out at 8.18 eV. The HOMO energy is -8.18 eV. For the molar mass, the calculation gives 290.36 g mol⁻¹. Its SMILES is COc1ccccc1CNC(=S)Nc1ccc(F)cc1. The calculation puts the energy above the lowest of the compared OMol25 structures with the same formula, charge and spin at 1178.23 kJ/mol. Its net charge is 0.

Cartesian coordinates (Å):
C1 -4.9430 -1.1838 -0.9453
H1 -5.0817 -1.5177 -0.0169
O1 -3.4920 -0.6860 -1.1625
C2 -3.1482 0.1797 -0.3381
C3 -3.9902 0.7896 0.3732
C4 -3.5240 1.8810 1.3622
C5 -2.2035 2.1025 1.4349
C6 -1.3227 1.4952 0.3169
C7 -1.8778 0.4904 -0.4424
C8 -0.9115 -0.4360 -1.2420
N1 0.3286 -0.3438 -0.6909
C9 0.5384 -1.2361 0.2455
S1 -0.5058 -2.3780 1.0154
N2 1.9568 -1.3803 0.8101
C10 3.0750 -0.7831 0.2958
C11 4.2400 -1.4687 0.6048
C12 5.5216 -0.9519 0.2099
C13 5.3982 0.4876 -0.1384
C14 4.3465 1.3454 -0.3176
C15 3.0395 0.6319 0.1926
H2 2.1004 1.1389 0.0120
H3 4.1201 2.3780 -0.3665
F1 6.5734 1.2921 -0.4898
H4 6.3708 -1.2516 0.3676
H5 4.3300 -2.3038 0.5349
H6 2.1420 -2.2162 1.4065
H7 1.1714 -0.3581 -1.2412
H8 -0.8413 0.2124 -2.2621
H9 -1.5032 -1.4105 -1.2087
H10 -0.2046 1.6288 0.4856
H11 -1.6767 3.1217 1.8288
H12 -4.1453 2.5185 1.8319
H13 -5.0458 0.8205 0.5975
H14 -5.1208 -2.1548 -1.7332
H15 -5.7147 -0.4541 -1.3305